15
Properties=species:S:1:pos:R:3:forces:R:3:mulliken_charge:R:1 method="wB97M-V/def2-TZVPD" e_homo_ev=-9.74 smiles="CC(C)NC=O" spin_multiplicity=1 e_above_lowest_kj_mol=58.2 total_charge=0
C -0.9658 0.1843 -2.0012 -0.159 -0.105 -0.117 -0.0233
N -0.8229 -0.2716 -0.7346 0.563 0.329 0.528 -0.1314
C 1.1539 -1.0675 0.4775 0.513 0.573 -0.290 -1.3051
C 0.2921 0.1517 0.1306 -0.364 0.135 -0.266 0.5104
C -0.2038 0.9534 1.3261 -0.145 -1.082 0.775 -1.3332
O -0.2688 1.0372 -2.5065 0.106 -0.062 -0.112 -0.5502
H -1.7566 -0.3328 -2.5763 -0.098 0.144 0.217 0.3455
H -1.5537 -0.7755 -0.2570 -0.095 -0.169 -0.458 0.2581
H 1.7621 -0.8647 1.3603 -0.096 -0.121 0.070 0.3496
H 1.8593 -1.2075 -0.3477 -0.151 -0.279 0.070 0.3187
H 0.5883 -1.9833 0.6072 -0.170 -0.064 0.158 0.3327
H 0.8916 0.8397 -0.4611 -0.002 -0.125 -0.186 0.2366
H 0.5600 0.8839 2.1061 0.038 0.580 -0.112 0.3383
H -0.4609 1.9743 1.0735 0.065 0.150 -0.003 0.3261
H -1.0749 0.4783 1.8032 -0.005 0.095 -0.274 0.3272



15
Properties=species:S:1:pos:R:3:forces:R:3:mulliken_charge:R:1 method="wB97M-V/def2-TZVPD" e_homo_ev=-8.89 smiles="C=CO.C=NC" spin_multiplicity=1 e_above_lowest_kj_mol=299.6 total_charge=0
C -1.6187 -1.1857 1.4711 0.749 1.867 1.589 -0.8103
C -2.3717 -0.0117 -0.3868 1.380 0.115 0.000 -0.2920
N -1.4321 -0.6946 0.1277 -1.438 -1.270 -0.722 -0.2851
H -0.6885 -1.0024 2.0230 -0.002 -0.454 -0.085 0.2649
H -2.3649 -0.6056 2.0441 -0.176 -0.149 -0.290 0.3036
H -1.8828 -2.2343 1.5609 0.133 -0.122 -0.579 0.2592
H -2.3429 0.0564 -1.4727 -0.127 0.672 0.046 0.2796
H -3.0662 0.5850 0.2074 -0.609 -0.504 -0.036 0.2649
C 3.2404 1.0126 -0.9699 -0.904 0.677 -0.724 -0.7193
C 1.9885 0.8330 -0.5709 0.665 -1.646 0.094 0.0926
O 1.4104 -0.4423 -0.5836 0.126 1.994 -0.230 -0.4719
H 3.5648 2.0448 -1.0450 0.422 -0.244 0.211 0.2547
H 3.7192 0.2265 -1.5401 0.310 0.027 0.359 0.2561
H 1.3586 1.6065 -0.1576 -0.048 0.216 0.066 0.2785
H 0.4859 -0.1883 -0.7076 -0.482 -1.178 0.303 0.3244



15
Properties=species:S:1:pos:R:3:forces:R:3:mulliken_charge:R:1 method="wB97M-V/def2-TZVPD" e_homo_ev=-9.59 smiles="NCCCC=O" spin_multiplicity=1 e_above_lowest_kj_mol=157.1 total_charge=0
O 2.4969 -0.1703 -0.4398 -0.357 0.469 0.319 -0.4676
C 1.8705 -1.0176 0.1400 0.838 -0.699 -1.183 -0.0711
C 0.4200 -1.0340 0.5265 0.785 0.735 -1.259 -0.4308
C -0.2474 0.3269 0.2941 0.873 -0.027 1.262 -0.6983
C -1.7401 0.2786 0.0918 -0.034 0.961 -0.286 -0.3716
N -2.1844 1.4488 -0.7111 -0.473 -0.666 0.094 -0.6592
H 2.3837 -1.9929 0.2918 -0.101 -0.010 0.395 0.3502
H 0.0041 -1.7372 -0.2197 -0.004 -0.364 0.808 0.2762
H 0.5358 -1.4204 1.5422 -1.159 -0.163 0.040 0.3272
H 0.2675 0.8733 -0.5046 -0.210 -0.354 -0.051 0.4222
H -0.0276 0.8780 1.2197 -0.143 0.352 -0.292 0.2426
H -2.0464 -0.6157 -0.4531 0.023 -0.015 0.045 0.4131
H -2.1948 0.2873 1.0801 -0.365 -0.367 0.129 0.2172
H -2.1595 2.3060 -0.1771 0.362 0.093 0.263 0.2213
H -3.1772 1.3141 -0.8718 -0.035 0.056 -0.285 0.2286